1.
Formula: C25H25BCl2O4
Source: the OMol25 dataset
Level of theory: ωB97M-V/def2-TZVPD

Last column: natural (NBO) charge in e.
Cartesian coordinates (Å):
C  -5.4677  5.9470  -3.2965  -0.64
C  -5.1559  5.1236  -2.1130  0.24
C  -6.0685  4.5628  -1.2445  -0.33
C  -5.3358  3.8762  -0.2826  -0.33
C  -4.0111  4.0399  -0.5941  0.08
B  -2.7258  3.4609  0.1836  0.94
O  -1.8699  4.5825  0.6496  -0.72
C  -0.7224  4.1223  1.3180  -0.04
C  -0.7155  2.5730  1.3782  -0.15
C  0.5139  2.0311  2.1077  -0.60
C  -0.7954  2.0691  -0.0860  -0.04
O  -1.9412  2.5801  -0.7197  -0.72
C  -2.0393  2.1491  2.0661  -0.04
O  -3.1473  2.6652  1.3686  -0.73
O  -3.8864  4.8024  -1.7145  -0.40
H  -6.5421  6.0722  -3.4197  0.22
H  -5.0148  6.9322  -3.2026  0.21
H  -5.0698  5.4824  -4.1968  0.21
H  -7.1410  4.6415  -1.2999  0.20
H  -5.7153  3.3162  0.5563  0.22
H  0.1512  4.5004  0.7783  0.14
H  -0.7226  4.5563  2.3224  0.14
H  0.4994  0.9427  2.1372  0.19
H  1.4296  2.3429  1.6076  0.19
H  0.5497  2.3959  3.1331  0.20
H  0.0763  2.3924  -0.6630  0.14
H  -0.8497  0.9770  -0.1248  0.14
H  -2.1367  1.0597  2.0924  0.14
H  -2.0851  2.5226  3.0934  0.14
Cl  4.6380  5.6421  6.6467  0.08
C  4.3257  4.1684  5.8160  0.06
C  4.6882  4.0351  4.4783  -0.25
C  4.3703  2.8934  3.7928  -0.09
C  3.7035  1.8241  4.4246  -0.18
C  3.4184  0.6407  3.6874  0.10
C  2.9128  -0.5233  4.2249  -0.32
C  2.6733  -1.6480  3.4610  0.09
C  2.0970  -2.8606  3.9308  -0.18
C  1.9380  -3.9462  3.0457  -0.10
C  1.3466  -5.1151  3.4496  -0.25
C  0.8914  -5.2527  4.7572  0.05
Cl  0.1192  -6.7072  5.2526  0.08
C  1.0579  -4.2063  5.6585  -0.26
C  1.6502  -3.0366  5.2572  -0.06
C  3.3808  1.9716  5.7914  -0.06
C  3.6842  3.1212  6.4695  -0.26
H  5.2175  4.8399  3.9953  0.25
H  4.6634  2.7845  2.7637  0.23
H  3.6289  0.6516  2.6314  0.23
H  2.7247  -0.5588  5.2827  0.21
H  2.9455  -1.6071  2.4197  0.22
H  2.2866  -3.8475  2.0339  0.23
H  1.2037  -5.9289  2.7581  0.25
H  0.6963  -4.3265  6.6661  0.24
H  1.7636  -2.2429  5.9698  0.21
H  2.9031  1.1701  6.3209  0.21
H  3.4421  3.2311  7.5130  0.24

Calculated values
E_HOMO   -5.460 eV
Multiplicity   1
Energy above the lowest of the compared OMol25 structures with the same formula, charge and spin   0.0 kcal per mole
Gap between HOMO and LUMO   0.04468 Eh
LUMO level   -4.244 eV

2.
Formula: C25H25Cl3IN7O4Re
Source: the OMol25 dataset
Level of theory: ωB97M-V/def2-TZVPD

Last column: natural (NBO) charge in e.
Cartesian coordinates (Å):
Re  0.4408  1.0659  -0.8160  1.21
O  -0.3690  -0.1962  2.4149  -0.55
C  -1.1313  0.2140  1.5741  0.71
N  -0.7775  1.2676  0.6937  -0.56
C  -1.2140  2.5608  1.0025  0.09
C  -2.2325  2.9086  1.8887  -0.22
C  -2.4850  4.2458  2.1285  -0.22
C  -1.7271  5.2380  1.5021  -0.21
C  -0.7099  4.9082  0.6260  -0.23
C  -0.4608  3.5626  0.3670  0.20
N  0.5540  3.0105  -0.3974  -0.61
C  1.8144  3.5541  -0.5070  0.66
O  2.1379  4.6860  -0.7657  -0.54
C  2.8565  2.5084  -0.1257  0.15
C  4.1731  2.8629  0.0698  -0.20
C  5.0323  1.9364  0.6411  -0.13
C  4.5350  0.6968  1.0058  -0.23
C  3.2099  0.4028  0.7352  0.07
N  2.3908  1.2784  0.1594  -0.45
C  -2.4964  -0.3906  1.3982  0.05
C  -2.9072  -1.3963  2.2651  -0.21
C  -4.1920  -1.8941  2.1229  -0.18
C  -4.9994  -1.3755  1.1232  -0.24
C  -4.4884  -0.3752  0.3034  0.04
N  -3.2639  0.1166  0.4391  -0.37
H  -2.8198  2.1429  2.3798  0.21
H  -3.2799  4.5260  2.8068  0.21
H  -1.9442  6.2796  1.6987  0.21
H  -0.1189  5.6654  0.1304  0.24
H  4.4822  3.8619  -0.2031  0.26
H  6.0699  2.1859  0.8180  0.23
H  5.1593  -0.0450  1.4830  0.23
H  2.7914  -0.5567  1.0027  0.21
H  -2.2293  -1.7497  3.0296  0.24
H  -4.5592  -2.6699  2.7823  0.22
H  -6.0108  -1.7309  0.9789  0.23
H  -5.0892  0.0557  -0.4898  0.21
Cl  3.7833  2.0378  -4.2623  0.04
C  3.5246  0.3451  -3.8383  -0.19
Cl  4.6681  -0.1132  -2.5304  -0.02
Cl  3.8154  -0.6751  -5.2372  0.05
C  2.0946  0.1129  -3.2367  0.75
O  1.4740  -0.8755  -3.5501  -0.61
O  1.7920  1.0442  -2.4130  -0.74
C  -2.1593  -3.3881  -0.5249  -0.41
N  -1.1714  -2.4831  -1.0807  -0.41
C  -1.5032  -1.9485  -2.3922  -0.43
C  -0.0130  -2.2137  -0.4567  0.69
N  0.6431  -1.0755  -0.5815  -0.82
N  0.4791  -3.2083  0.3522  -0.44
C  1.3996  -2.8992  1.4272  -0.42
C  0.5020  -4.5896  -0.1008  -0.41
H  -3.1399  -2.9147  -0.6016  0.21
H  -1.9500  -3.5851  0.5228  0.22
H  -2.1951  -4.3352  -1.0711  0.19
H  -1.7822  -2.7868  -3.0374  0.19
H  -0.6418  -1.4413  -2.8167  0.27
H  -2.3377  -1.2526  -2.3270  0.22
H  1.6202  -1.2758  -0.4008  0.35
H  2.4471  -2.9368  1.0984  0.18
H  1.2774  -3.6424  2.2166  0.21
H  1.1716  -1.9200  1.8434  0.24
H  0.0599  -4.6684  -1.0899  0.22
H  -0.0374  -5.2482  0.5845  0.20
H  1.5375  -4.9344  -0.1668  0.20
I  -1.4999  1.5097  -2.5953  -0.26

Calculated values
E_HOMO (alpha / beta)   -7.111 / -7.377 eV
Multiplicity   2
Energy above the lowest of the compared OMol25 structures with the same formula, charge and spin   19.0 kcal per mole
Gap between HOMO and LUMO (alpha / beta)   0.22502 / 0.24485 Eh
LUMO level (alpha / beta)   -0.988 / -0.714 eV

3.
Formula: C25H25ClFN5O5S2
Source: the OMol25 dataset
Level of theory: ωB97M-V/def2-TZVPD

Last column: natural (NBO) charge in e.
Cartesian coordinates (Å):
O  0.5546  -3.8338  1.3145  -0.85
S  0.4085  -3.4368  -0.0391  1.77
O  1.9301  -2.9357  -0.5222  -0.68
Cl  2.2099  -1.3366  0.0351  0.30
O  -0.4741  -1.9577  -0.1054  -0.88
S  -2.0397  -2.1674  0.0618  2.60
O  -2.6708  -2.5782  -1.1276  -0.90
O  -2.3398  -2.9953  1.1581  -0.90
F  -2.5615  -0.7365  0.3438  -0.44
N  4.4429  -0.4066  -2.0229  -0.42
C  5.2838  -0.9548  -2.8996  0.04
C  6.2804  -0.2498  -3.5575  -0.26
C  6.4095  1.1034  -3.2931  -0.17
C  5.5442  1.6933  -2.3865  -0.26
C  4.5852  0.8956  -1.7820  0.03
H  5.1431  -2.0157  -3.0773  0.19
H  6.9364  -0.7485  -4.2580  0.22
H  7.1740  1.6905  -3.7867  0.22
H  5.6110  2.7475  -2.1529  0.22
H  3.8869  1.3138  -1.0625  0.19
N  -0.7911  0.8916  -3.7652  -0.42
C  -1.1568  2.1741  -3.7602  0.03
C  -2.4314  2.6131  -3.4343  -0.26
C  -3.3837  1.6658  -3.0973  -0.17
C  -3.0264  0.3262  -3.0981  -0.27
C  -1.7227  -0.0042  -3.4364  0.02
H  -0.3786  2.8793  -4.0338  0.19
H  -2.6725  3.6663  -3.4444  0.23
H  -4.3893  1.9698  -2.8384  0.23
H  -3.7414  -0.4438  -2.8408  0.23
H  -1.3951  -1.0388  -3.4472  0.19
N  -2.3357  -7.4730  5.3889  -0.42
C  -1.7956  -6.3150  5.7690  0.03
C  -1.2852  -5.3751  4.8866  -0.26
C  -1.3341  -5.6535  3.5306  -0.16
C  -1.8898  -6.8521  3.1144  -0.26
C  -2.3749  -7.7212  4.0796  0.03
H  -1.7759  -6.1413  6.8398  0.19
H  -0.8605  -4.4500  5.2526  0.22
H  -0.9455  -4.9466  2.8089  0.24
H  -1.9467  -7.1076  2.0648  0.22
H  -2.8217  -8.6697  3.8002  0.19
N  -4.9839  4.4242  -2.6460  -0.44
C  -4.9275  4.7782  -1.3613  0.03
C  -5.3824  5.9936  -0.8747  -0.26
C  -5.9246  6.8977  -1.7727  -0.16
C  -5.9916  6.5520  -3.1122  -0.26
C  -5.5112  5.3090  -3.4936  0.04
H  -4.4922  4.0400  -0.6952  0.20
H  -5.3128  6.2247  0.1796  0.22
H  -6.2903  7.8588  -1.4334  0.22
H  -6.4072  7.2298  -3.8453  0.22
H  -5.5462  4.9939  -4.5312  0.20
N  3.8339  -0.0416  2.6281  -0.42
C  4.6398  1.0028  2.4328  0.03
C  5.1976  1.7490  3.4591  -0.26
C  4.8995  1.3939  4.7643  -0.17
C  4.0630  0.3132  4.9894  -0.26
C  3.5610  -0.3680  3.8912  0.04
H  4.8430  1.2453  1.3947  0.19
H  5.8476  2.5855  3.2408  0.22
H  5.3137  1.9517  5.5950  0.22
H  3.8055  0.0041  5.9933  0.22
H  2.9051  -1.2229  4.0183  0.20

Calculated values
E_HOMO   -9.376 eV
Multiplicity   1
Gap between HOMO and LUMO   0.31533 Eh
LUMO level   -0.796 eV